A molecular structure, C34H80F6Na2O22S2 at a distorted geometry. Source: OMol25; level of theory: ωB97M-V/def2-TZVPD.

The HOMO-LUMO gap (spin up / spin down) comes out at 8.5 / 3.0 eV. Its total charge is +1. As for the expectation value of S²: 0.756. The value obtained for the HOMO energy (spin up / spin down) is -0.4064 / -0.4064 hartree. For the maximum force, the calculation gives 4.7 eV Å⁻¹. The multiplicity is 2.

Positions of all 146 atoms, in Å:
S 2.0090 0.6263 0.7472
S 1.5667 6.3581 1.9657
Na 3.8450 3.6780 0.9672
Na 2.2096 0.4426 4.6034
F 0.1351 0.4459 -1.2554
F -0.8670 5.3072 2.4020
F -0.0978 2.1616 0.0888
F -0.2058 5.1416 0.2839
F -0.7206 0.2310 0.8403
F -0.9475 6.9739 1.0650
O 4.4643 -4.3763 0.6000
O -3.5670 -2.1349 -7.0100
O 4.4577 -6.7524 -1.2968
O 0.2923 1.8266 4.9932
O -0.7352 -2.9844 2.8858
O -3.3648 -1.3904 -3.5216
O 1.8243 0.8094 2.1657
O 1.9065 7.4870 1.1105
O 0.1891 -0.7962 5.2889
O 3.6000 -1.0020 6.0887
O -3.2236 5.0546 -2.7552
O -4.7655 1.9950 1.3953
O 1.9878 1.8076 -6.5467
O -6.0989 1.8179 -1.4063
O -4.0118 -2.5914 1.8650
O 1.3687 6.7551 3.3624
O -1.3857 2.8553 -3.6576
O 3.4044 1.0941 -3.9847
O 4.4274 -0.8165 3.3601
O 2.4645 -0.6508 0.3088
O 2.7659 1.7521 0.1062
O 2.3464 5.1086 1.7921
C -2.9153 -3.4426 2.2647
C 2.9030 2.8718 -6.1767
C -0.9228 1.0959 4.6261
C 0.6850 -2.9996 2.5522
C -4.2022 4.6067 -1.8080
C -1.6291 -2.6810 1.8767
C 2.6954 0.1648 -4.8647
C 0.4732 3.0278 4.2800
C -1.8617 5.0270 -2.3647
C 1.5405 0.9620 -5.4435
C 5.2430 -0.1824 2.4107
C 4.6120 -8.0175 -1.8760
C 3.8213 -3.1147 0.6654
C -5.2645 -3.1378 2.0822
C -3.3420 2.3547 1.3084
C -5.0496 0.7285 0.7364
C 2.9326 1.3678 -2.7106
C -1.0270 -0.1034 5.5417
C -5.2491 0.7742 -0.8060
C -0.9766 3.5517 -4.8071
C 0.4203 -1.8634 6.2046
C -2.2754 -0.9224 -2.7164
C -4.1293 -2.2910 -5.7313
C 5.6351 -6.0708 -0.7634
C -1.3185 3.5607 -2.3712
C 4.1035 -2.0985 5.3853
C -7.4664 1.7650 -1.0372
C 0.2022 0.8436 0.0608
C -4.5216 -2.2839 -8.0901
C 5.1018 -1.7536 4.2731
C -3.0039 -1.6940 -4.8512
C -0.2578 5.8568 1.3665
C 5.4019 -4.5505 -0.4446
C 4.4541 -0.3298 6.9943
H -5.2387 4.6215 -2.1451
H 1.2986 -2.4036 5.8513
H -1.8208 4.2004 -5.0408
H -3.9541 3.5663 -1.5980
H -2.7739 -0.5752 -1.8114
H 5.9737 -0.8902 2.0195
H 0.8210 -3.5276 1.6084
H -0.8719 2.7985 -5.5881
H 1.0182 1.5231 -4.6686
H 5.7138 0.7246 2.7898
H 4.9311 -8.7884 -1.1746
H -1.6175 -1.7670 -2.5119
H -5.0185 -1.6695 -5.6256
H -1.8884 2.8521 -1.7702
H 5.4580 -0.1554 6.6072
H 3.9391 2.6034 -5.9701
H 3.6661 -8.2694 -2.3556
H -5.9862 0.3091 1.1039
H -1.7382 -1.5980 1.8193
H 3.8067 1.7439 -2.1790
H -1.2441 5.6973 -2.9625
H 6.4640 -6.1439 -1.4675
H 2.7437 0.4392 -2.1719
H -5.5945 -0.2206 -1.0873
H -7.6027 1.5050 0.0125
H 3.3579 -0.2304 -5.6348
H 5.4047 -8.0020 -2.6239
H -6.0097 -2.4028 1.7780
H 1.1603 -2.0191 2.5242
H -4.2228 0.0333 0.8819
H 4.4492 -2.7450 6.1919
H -4.2540 5.2147 -0.9048
H 4.4574 -0.9688 7.8773
H -1.6874 1.8441 4.8352
H 5.9779 -1.2476 4.6788
H -2.0954 -2.2960 -4.8642
H 3.3313 -2.9846 1.6303
H -1.0738 0.7668 3.5980
H 4.6353 0.0471 1.5354
H -5.1728 -1.4322 -7.8935
H -3.0888 2.4817 0.2558
H -4.4462 -3.3230 -5.5808
H -1.6083 -0.2141 -3.2076
H 2.4382 3.4466 -5.3757
H -1.9718 -0.6376 5.4414
H 0.8345 0.2513 -5.8731
H -4.2483 0.9108 -1.2156
H -0.2107 3.7661 4.6985
H -2.9661 -4.3960 1.7388
H 0.3918 2.9311 3.1974
H -2.6023 1.7695 1.8547
H -8.0529 2.6721 -1.1834
H -2.7471 -0.6966 -5.2080
H 2.3635 -0.7406 -4.3566
H 1.4551 3.4697 4.4495
H 1.1202 -3.5270 3.4010
H 4.8585 -4.1197 -1.2855
H -5.4344 -3.5969 3.0561
H 4.0737 0.5943 7.4296
H -0.4225 -2.5513 6.2723
H -3.9748 -2.2502 -9.0325
H -0.0248 4.0327 -4.5817
H 6.0186 -6.5591 0.1324
H 4.5835 -2.3711 0.4324
H -5.1716 -3.1556 -8.1668
H -2.9058 -3.7446 3.3120
H 2.0755 2.0215 -2.8724
H 5.3982 -2.6834 3.7875
H 3.3621 -2.6902 4.8483
H -1.2153 -3.0743 0.9481
H 0.6397 -1.4515 7.1897
H -7.9922 0.8926 -1.4254
H -1.0532 0.2537 6.5712
H -0.2824 3.5050 -2.0372
H -1.7361 5.4522 -1.3689
H 6.2999 -3.9569 -0.2730
H 3.0190 -2.9809 -0.0602
H -5.3809 -4.0300 1.4669
H -3.3244 3.3591 1.7315
H 3.1001 3.5307 -7.0223

***

8 unconnected molecules or ions with the total composition C34H80N3O14P at a distorted geometry. Source: OMol25; level of theory: ωB97M-V/def2-TZVPD.

The SMILES is CC[C@@H](C#N)[C@@H](C#N)[PH2]=N.COCCOC.COCCOC.COCCOC.COCCOC.COCCOC.COCCOC.COCCOC. The HOMO-LUMO gap comes out at 9.4 eV. Its total charge is 0. The value obtained for the HOMO energy is -0.3309 hartree. For the maximum force, the calculation gives 6.9 eV Å⁻¹. The calculation puts the energy relative to the best compared isomer or geometry (same formula, charge and spin) at 39.4 kcal per mole.

Positions of all 132 atoms, in Å:
P 0.0986 -2.1724 4.4899
O 4.1074 -1.1479 8.8977
O -1.1280 -8.2655 2.5137
O 3.2240 3.2785 0.0114
O -0.5919 3.3914 -6.8027
O -1.4894 -3.3586 1.1134
O 5.0525 0.6573 11.0418
O -3.2632 2.8022 -1.1116
O -4.2844 7.5295 -8.3906
O -3.4432 -2.4203 -0.9008
O -2.1437 3.6799 -9.3044
O -6.3425 9.6343 -8.6767
O 4.1116 0.9100 -1.5219
O -0.5759 1.9212 -1.9810
O 0.9410 -10.3589 2.8075
N -0.0669 -1.7989 6.0497
N 3.4565 -1.1976 2.4679
N 0.8073 -5.8801 5.6520
C 5.9969 -0.3329 11.4223
C -1.8011 -4.6982 0.7490
C -0.0494 2.1810 -7.3109
C 0.2127 -11.1687 1.8961
C 4.2083 0.1915 -0.2987
C 5.2063 -2.9501 5.7874
C -4.9948 9.8585 -8.2652
C -3.1486 2.8474 -8.7423
C 4.5864 3.6068 0.2412
C -0.8602 2.5951 -0.7548
C 4.0974 -3.7965 4.9196
C 2.9464 3.0466 -1.3692
C 1.1355 -4.8224 5.1788
C -0.4631 4.4731 -7.7249
C -0.6911 2.7819 -3.1073
C -1.1736 -2.5488 -0.0200
C -2.2613 2.2636 -0.2505
C 3.2365 -1.7882 3.5080
C 2.8450 -2.8056 4.7139
C -4.4730 -2.5753 0.0652
C 0.2185 -8.0335 2.9270
C -2.3461 -1.6533 -0.4071
C 3.2535 -1.7770 9.8446
C 1.1733 -9.0454 2.3010
C 1.4611 -3.5236 4.3094
C -7.1098 8.9784 -7.6763
C 5.1037 0.9489 9.6460
C -1.7827 4.7543 -8.4366
C 3.9605 0.2718 8.8964
C -1.8933 -8.9229 3.5150
C -4.0460 8.8432 -8.8947
C -5.0184 6.7253 -9.3030
C 2.8473 1.5548 -1.6714
C -3.8316 1.8165 -1.9618
H -4.0800 -2.9037 1.0319
H 5.2515 -0.0962 -0.1548
H -0.7281 3.6774 -0.8634
H 5.9568 -1.2083 10.7673
H -0.1823 5.3567 -7.1440
H -5.0156 -1.6321 0.1836
H -2.0288 -0.9904 -1.2177
H -2.9050 2.5445 -7.7198
H -4.4932 1.1642 -1.3830
H 6.2073 -2.8487 5.2333
H -0.6771 -10.6575 1.5169
H -0.4045 1.9681 -8.3235
H 2.1983 -8.7749 2.5717
H -0.1297 2.2405 -0.0203
H 3.3228 -1.3109 10.8317
H -0.3281 -1.9153 0.2675
H 0.3365 4.2782 -8.4481
H -0.6669 2.1672 -4.0088
H 5.2642 2.9048 -0.2531
H 5.3066 -3.4669 6.8029
H 5.7642 -0.6530 12.4391
H -1.6314 3.3404 -3.1018
H 4.7859 4.6257 -0.1054
H -4.1224 8.8633 -9.9874
H 3.9876 0.5933 7.8502
H -4.3744 6.4307 -10.1376
H -5.3414 5.8235 -8.7800
H 0.1566 3.4733 -3.1338
H 2.9902 0.5652 9.3120
H 0.8585 -11.4622 1.0626
H -2.1203 -8.2251 4.3266
H -1.3798 -9.8041 3.9101
H 0.2994 -8.0407 4.0193
H 2.7273 -2.1862 5.6877
H -4.4258 2.3245 -2.7230
H 4.7707 3.5643 1.3158
H 0.4900 -7.0319 2.5780
H 4.9986 2.0329 9.5417
H 6.0723 0.6625 9.2212
H 4.6012 -4.0059 3.8987
H 0.5704 -1.0577 3.6885
H 3.8548 -4.7790 5.4538
H -8.0508 8.6570 -8.1267
H -1.6607 5.6426 -9.0643
H -3.2248 1.9466 -9.3544
H -6.6004 8.0934 -7.2840
H -2.3872 1.1822 -0.1320
H -1.1120 -2.6732 3.9010
H 3.9016 0.7976 0.5580
H -2.2278 -5.1972 1.6211
H -3.0192 9.1078 -8.6248
H -0.1061 -12.0706 2.4211
H -3.0648 1.2195 -2.4643
H -0.3636 1.3655 -6.6574
H -2.6546 -1.0274 0.4381
H 4.8376 -1.8620 5.9629
H -5.1699 -3.3322 -0.2979
H -4.1128 3.3646 -8.7612
H 3.6005 -0.7164 -0.3530
H 3.5615 -2.8201 9.9391
H 1.9802 3.5132 -1.5837
H -0.8561 -3.1674 -0.8666
H 1.0984 -9.0280 1.2079
H 2.0869 1.0769 -1.0437
H 3.6993 3.5243 -2.0060
H 2.2196 -1.7495 9.4877
H 2.5471 1.4274 -2.7163
H 7.0048 0.0935 11.4146
H -2.4000 2.7273 0.7308
H -7.3324 9.6753 -6.8627
H -4.7188 10.8592 -8.6124
H -4.9122 9.8480 -7.1726
H 1.4974 -3.7596 3.1727
H -5.9059 7.2418 -9.6801
H 1.0439 2.2318 -7.3014
H -2.8322 -9.2503 3.0643
H -2.5816 4.9608 -7.7157
H -2.5348 -4.7418 -0.0609
H -1.0584 -1.9878 6.2814
H -0.8880 -5.2257 0.4574

***

A molecular structure, C34H82Cl2F2GaN25O13PSi at a distorted geometry. Source: OMol25; level of theory: ωB97M-V/def2-TZVPD.

The HOMO-LUMO gap comes out at 5.5 eV. Its total charge is -1. The value obtained for the HOMO energy is -0.1509 hartree. For the maximum force, the calculation gives 5.2 eV Å⁻¹.

Positions of all 161 atoms, in Å:
Ga 2.8522 -1.2819 0.0107
Cl 1.5725 -0.4772 2.9186
Cl 5.3851 1.2670 -0.7454
P 4.9217 -0.7755 -1.0631
Si -1.3705 -3.7988 0.0644
F 3.6222 -3.9426 -0.5110
F 1.9351 -3.3280 -1.8224
O -0.7824 2.7015 -3.0841
O -4.2963 1.2073 -4.0465
O -4.9266 -6.4959 -3.1262
O -4.3433 -11.5752 -2.1975
O 6.1761 -1.5639 -0.2570
O -3.9324 6.8752 0.1589
O 9.7364 -3.2757 4.0086
O -2.7865 -2.2039 -3.6875
O 10.3567 7.3563 -3.4586
O 0.6555 -6.0141 2.0297
O 6.5051 7.6937 1.8928
O -4.2628 6.8564 4.5070
O 5.2655 7.0276 -0.9322
N 5.1832 4.8504 -1.5885
N -0.3696 4.3867 -4.5494
N 0.8056 -7.2274 3.9412
N 1.5817 -8.0792 1.9357
N -6.4004 1.4414 -3.2195
N -4.7970 -7.6846 -1.1999
N 6.3175 5.4377 0.3162
N -5.2878 -0.5841 -3.1320
N -3.7533 -8.4394 -3.1060
N -5.5156 5.3267 5.5998
N -5.5613 -10.7482 -3.9131
N 8.6469 -2.2606 2.2946
N 6.6136 9.0288 3.7252
N 7.6378 -3.9592 3.4740
N -2.4189 3.3139 -4.5161
N 5.9112 9.8577 1.6850
N -6.3287 7.4583 5.2366
N -4.3923 -3.7901 -3.5490
N -4.4340 9.0414 -0.3065
N 9.1935 5.7395 -2.3634
N -3.7542 -2.9531 -5.6000
N -1.5040 3.2129 1.0236
N 8.3906 7.8869 -2.4501
N -6.2508 -12.6500 -2.8000
N -4.0284 8.3581 1.8665
C -1.5541 -5.6811 -0.0315
C -5.2972 6.5680 5.0754
C -3.0511 4.2895 2.0918
C 4.4231 0.7198 2.6052
C 0.2215 -3.2171 0.8850
C -0.4833 2.8931 0.0141
C -4.1168 8.0088 0.5501
C -1.8395 2.4947 2.0847
C -4.1262 -1.3152 1.6527
C -4.5220 -7.4712 -2.5182
C 1.5056 -3.9614 0.4397
C -5.2689 0.7185 -3.5027
C 1.5556 1.4496 -0.4248
C -2.2798 4.3126 1.0652
C 1.4760 -0.0447 -0.8322
C -3.8813 -3.9232 1.3656
C -1.4762 -3.1976 -1.7222
C 6.3552 8.7860 2.4025
C 0.9895 -7.0332 2.5951
C -5.1036 -2.1072 2.0694
C 5.5676 5.8533 -0.7460
C -1.1702 3.4160 -3.9879
C 9.3826 7.0197 -2.8041
C 2.9386 -1.3026 2.0698
C 2.3778 -3.2253 -0.5382
C -2.7877 3.0743 2.7749
C -3.0331 -1.7934 1.0799
C 0.4209 1.8049 0.5407
C 4.2628 -0.8051 2.6422
C -5.3219 -11.6532 -2.9244
C -3.5905 -2.9366 -4.2374
C -2.9169 -3.1201 0.9294
C -4.9701 -3.4192 1.9384
C 8.7456 -3.1692 3.3058
H -6.3561 -10.7840 -4.5219
H -4.5070 8.8223 -1.2814
H -0.7660 -6.0529 -0.6761
H -3.5220 -8.3164 -4.0747
H -1.4298 1.5596 2.4027
H -7.1854 7.2298 5.7020
H 2.0829 -4.1662 1.3233
H -5.7497 -4.0878 2.2615
H -5.3547 -6.9967 -0.7272
H 7.8346 -2.1624 1.7093
H 6.6342 6.1364 0.9809
H 0.3764 -6.4822 4.4571
H -4.4668 -8.4844 -0.6934
H -6.3605 5.0669 6.0703
H 1.7337 -7.9723 0.9500
H 0.5574 4.4864 -4.1818
H -2.4065 -3.6119 -2.1099
H 5.0797 -1.3498 2.1788
H 0.1193 3.7842 -0.1355
H 8.4817 8.8384 -2.7489
H -2.2776 -1.1139 0.7328
H -3.7651 5.0291 2.3835
H 5.7090 9.7025 0.7128
H 6.4909 9.9251 4.1544
H 5.7763 10.7683 2.0788
H -4.5888 9.9822 -0.0011
H -4.4115 -3.5464 -6.0672
H 7.5862 7.6131 -1.9103
H -6.1017 -13.3307 -2.0793
H 1.3757 2.0327 -1.3283
H 1.8645 -8.9269 2.3875
H 8.3942 5.4571 -1.8245
H 1.6671 -0.0903 -1.9028
H 6.8150 -3.8818 2.9063
H -2.4895 -5.9242 -0.5269
H -3.2605 2.7090 3.6594
H -4.2944 -3.8028 -2.5548
H -3.8115 -4.9903 1.2534
H 9.4319 -1.6585 2.1362
H 9.8937 5.0621 -2.5969
H -5.0585 -4.4010 -3.9801
H 2.8831 -2.3421 2.3715
H -4.1829 9.2896 2.1987
H -0.0944 0.8882 0.7824
H 1.2639 -4.9346 0.0218
H -1.4795 -6.1166 0.9533
H 6.5589 4.4741 0.4595
H 4.3319 1.0855 3.6192
H 4.6294 5.1003 -2.3855
H 2.5457 1.7330 -0.0858
H 0.1404 -3.3909 1.9513
H -7.2026 1.0492 -2.7671
H 0.2814 -2.1422 0.7558
H -3.0180 2.5998 -4.1358
H 4.2513 -1.1103 3.6896
H 7.6666 -4.6407 4.2074
H -1.5506 -2.1153 -1.7589
H -4.7813 4.6497 5.4953
H -6.2037 8.3790 4.8619
H -4.2192 -0.2459 1.7595
H -3.1787 -2.3327 -6.1386
H 6.9391 8.2590 4.2789
H 5.4278 3.8878 -1.4410
H -2.2934 5.1160 0.3586
H -6.4058 2.4098 -3.4775
H -3.7973 7.6340 2.5303
H -4.8883 -10.0091 -4.0165
H -0.6701 4.9842 -5.2942
H -6.0665 -1.0186 -2.6775
H 1.0780 -8.0635 4.4203
H 0.4466 -0.3676 -0.7205
H -3.4127 -9.2496 -2.6138
H -2.7519 3.8982 -5.2576
H -7.0581 -12.7259 -3.3879
H -0.6765 -3.5910 -2.3351
H 3.7117 1.2185 1.9636
H -0.9576 2.6302 -0.9235
H 5.9463 -2.4949 -0.1398
H 0.8353 2.1517 1.4823
H -5.9866 -1.6831 2.5052
H -4.4495 -1.1279 -3.3300
H 5.4460 0.9440 2.3294